Density functional theory data (ωB97M-V/def2-TZVPD) for C29H46MnN4OP2S as an isolated structure.

Cartesian coordinates (Å):
Mn (-0.163, -0.364, -0.545)
C (-3.660, -2.541, -0.674)
C (-3.670, -1.076, -1.117)
C (-3.326, -0.929, -2.603)
P (-2.482, -0.042, -0.145)
C (-3.428, 1.561, -0.118)
C (-4.666, 1.549, 0.775)
C (-2.574, 2.780, 0.208)
C (-2.536, -0.760, 1.524)
C (-3.698, -1.208, 2.160)
C (-3.648, -1.926, 3.338)
C (-2.397, -2.237, 3.875)
C (-1.238, -1.818, 3.257)
C (-1.276, -1.044, 2.082)
N (-0.123, -0.635, 1.409)
C (0.963, -0.206, 2.138)
C (0.876, 0.281, 3.466)
C (1.988, 0.759, 4.140)
C (3.240, 0.784, 3.535)
C (3.336, 0.337, 2.225)
C (2.233, -0.123, 1.512)
P (2.235, -0.657, -0.220)
C (3.655, 0.166, -1.099)
C (3.670, 1.686, -0.957)
C (5.057, -0.391, -0.837)
C (2.781, -2.411, -0.148)
C (2.883, -2.946, -1.577)
C (1.800, -3.234, 0.688)
H (-4.054, -3.174, -1.473)
H (-4.268, -2.700, 0.215)
H (-2.654, -2.879, -0.444)
H (-4.674, -0.671, -0.949)
H (-2.312, -1.289, -2.785)
H (-3.386, 0.108, -2.946)
H (-4.024, -1.513, -3.208)
H (-3.762, 1.654, -1.157)
H (-4.395, 1.400, 1.821)
H (-5.380, 0.772, 0.499)
H (-5.184, 2.508, 0.698)
H (-2.136, 2.709, 1.207)
H (-3.187, 3.685, 0.182)
H (-1.769, 2.899, -0.511)
H (-4.659, -1.019, 1.700)
H (-4.557, -2.269, 3.815)
H (-2.329, -2.834, 4.777)
H (-0.278, -2.099, 3.670)
H (-0.086, 0.290, 3.959)
H (1.865, 1.127, 5.152)
H (4.112, 1.144, 4.065)
H (4.303, 0.363, 1.739)
H (3.413, -0.048, -2.147)
H (3.841, 1.995, 0.077)
H (2.741, 2.132, -1.295)
H (4.477, 2.100, -1.567)
H (5.426, -0.133, 0.156)
H (5.754, 0.046, -1.557)
H (5.117, -1.473, -0.942)
H (3.760, -2.447, 0.340)
H (1.925, -2.829, -2.079)
H (3.145, -4.007, -1.570)
H (3.636, -2.423, -2.171)
H (0.781, -3.117, 0.321)
H (1.818, -2.936, 1.737)
H (2.066, -4.293, 0.630)
C (1.474, 3.971, -4.043)
C (0.206, 3.365, -3.447)
C (0.346, 3.036, -1.995)
N (0.198, 1.855, -1.508)
N (0.389, 1.785, -0.149)
C (0.690, 2.931, 0.379)
N (0.896, 3.122, 1.708)
S (0.735, 4.212, -0.777)
H (1.349, 4.139, -5.112)
H (2.324, 3.302, -3.898)
H (1.719, 4.931, -3.584)
H (-0.053, 2.428, -3.942)
H (-0.642, 4.041, -3.579)
H (1.046, 2.273, 2.248)
H (1.461, 3.906, 1.987)
C (-0.619, -3.106, -2.111)
O (-0.373, -1.814, -1.698)
H (0.152, -3.463, -2.812)
H (-1.581, -3.218, -2.635)
H (-0.636, -3.830, -1.282)

Values from the calculation:
⟨S²⟩ = 1.10
HOMO (alpha / beta) = -6.4 / -6.4 eV
Multiplicity = 2
Molecular weight = 615.7 Da